{
  "formula": "C5H13N2O",
  "method": "ωB97M-V/def2-TZVPD",
  "elements": ["C", "C", "C", "C", "C", "N", "O", "N", "H", "H", "H", "H", "H", "H", "H", "H", "H", "H", "H", "H", "H"],
  "positions_angstrom": [[2.53871, -0.52549, 0.36766], [1.03340, -0.47443, 0.10223], [0.26279, 0.32729, 1.10650], [-1.17705, 0.78930, 0.85220], [-2.03979, -0.43707, 0.53177], [-2.22152, -0.81922, -0.75796], [-2.59995, -0.98075, 1.45963], [0.01594, 0.68388, -2.13111], [2.83450, -0.53532, 1.40067], [2.78784, 0.59997, 0.19798], [2.93284, -1.23280, -0.33790], [0.67508, -1.53116, 0.12407], [0.34916, -0.16100, 2.10748], [0.84662, 1.20991, 1.40180], [-1.56957, 1.19422, 1.78639], [-1.18437, 1.55259, 0.08049], [-1.65774, -0.38709, -1.47540], [-2.78099, -1.64028, -0.96254], [0.73893, 0.04479, -0.95274], [-0.41478, 1.60641, -1.95431], [0.62995, 0.71623, -2.94690]],
  "atomic_forces_ev_per_a": [[-1.7234, 3.7121, -2.1217], [0.9776, -2.0375, 5.1214], [0.3652, 1.8010, 0.5927], [0.5708, -1.4101, -0.0329], [-1.2586, 0.3418, 0.5269], [0.5419, 0.2207, -0.0739], [0.2882, -0.2809, -0.0544], [-0.8768, -1.7882, 0.8216], [-0.2192, -0.9230, 0.6789], [0.5823, -1.8095, -0.4135], [1.0298, -0.0675, 0.2091], [-0.5320, 0.6702, -1.6614], [-0.2738, -0.7509, -0.7077], [0.0217, 0.2570, -0.4378], [-0.0185, 0.1107, -0.2517], [-0.0968, 0.1776, -0.1627], [-0.2518, -0.3356, -0.0909], [0.1489, 0.2757, 0.1310], [-1.2238, 1.7036, -3.1602], [1.0706, -0.0292, 0.5975], [0.8778, 0.1619, 0.4898]],
  "lowdin_charge": [-0.029, -0.162, -0.194, -0.085, -0.550, 0.183, 0.090, 0.236, 0.105, 0.138, 0.087, 0.170, 0.180, 0.133, 0.138, 0.103, 0.049, 0.132, 0.116, 0.078, 0.079],
  "charge": 1,
  "e_above_lowest_ev": 6.935,
  "e_tot_ev": -10411.2609
}